# 1
Density functional theory data (wB97M-V/def2-TZVPD) for a single C4H8O2 molecule.

ΔE to the lowest compared entry with this formula, charge and spin	464.4	kJ/mol
frontier orbital gap	0.29814	Ha

Each line ends with the Mulliken charge.
Element x y z (Å)
O: 1.6033 -0.2396 0.0785  -0.370
C: 0.8091 0.5286 1.3602  -0.526
C: -0.3567 0.9438 0.4824  -0.907
C: -0.7960 -0.3980 -0.1208  0.481
O: -1.4425 -0.3237 -1.3805  -0.572
C: 0.5336 -1.1444 -0.3270  -0.560
H: 1.7457 0.3991 -0.6474  0.421
H: 1.5166 1.3535 1.5281  0.179
H: -0.1492 1.6377 -0.3646  0.273
H: -1.1439 1.3989 1.0941  0.425
H: -1.4119 -0.9433 0.6067  0.286
H: -2.2385 0.2116 -1.2736  0.309
H: 0.6835 -1.4254 -1.3718  0.327
H: 0.6470 -1.9988 0.3356  0.233

=====

# 2
Density functional theory data (wB97M-V/def2-TZVPD) for 2 unconnected molecules or ions with the total composition CH2N2O in a non-equilibrium geometry.

ΔE to the lowest compared entry with this formula, charge and spin	861.0	kJ/mol
frontier orbital gap (alpha / beta)	0.36719 / 0.31646	Ha

Each line ends with the Mulliken charge.
Element x y z (Å)
C: 0.1261 0.1392 -0.4872  -0.054
N: -1.0245 -0.4782 0.1147  -0.381
N: 0.1128 -0.7798 0.5804  0.699
O: 0.5981 -1.3414 1.4939  -0.588
H: 0.4413 0.0170 -1.4252  0.276
H: -0.2538 2.4434 -0.2767  0.048

=====

# 3
Density functional theory data (wB97M-V/def2-TZVPD) for a molecular structure, C22H45N2P3PrSe in a non-equilibrium geometry.

multiplicity	3
expectation value of S²	2.004
frontier orbital gap (alpha / beta)	0.21793 / 0.23050	Ha
charge	+3

Each line ends with the Mulliken spin population.
Element x y z (Å)
Pr: -0.1763 0.8153 -0.4755  2.041
P: -0.2973 2.3762 1.9593  -0.008
P: 0.6074 -1.1807 2.4203  -0.006
P: -2.5302 -0.5625 0.8402  -0.004
H: 0.1648 2.2268 -4.6486  0.000
C: -0.5863 2.2743 -3.8645  0.005
C: -0.6422 1.5133 -2.7433  -0.001
H: -0.1387 0.5142 -2.6859  -0.012
C: 1.2619 3.3336 1.9993  -0.001
C: -0.7208 2.1644 3.7165  -0.001
C: -1.5101 3.5944 1.3385  0.000
C: 1.2039 -2.9219 2.2689  0.001
C: 2.1453 -0.4460 3.1342  -0.001
C: -0.3422 -1.4267 3.9859  0.000
C: -3.7523 -0.2502 -0.4998  -0.003
C: -3.4600 0.1759 2.2435  -0.001
C: -3.0483 -2.2694 1.3185  -0.001
H: -1.4147 2.9676 -4.0529  0.000
H: -1.5311 1.7722 -2.0964  0.006
H: 1.6355 3.5371 0.9833  0.001
H: 2.0422 2.7661 2.5254  0.000
H: 1.1045 4.2868 2.5191  0.000
H: 0.0684 1.6029 4.2360  0.000
H: -1.6661 1.6130 3.8127  0.000
H: -0.8340 3.1426 4.2075  0.000
H: -1.4092 3.7458 0.2539  -0.001
H: -1.3443 4.5503 1.8414  0.000
H: -2.5375 3.2656 1.5267  0.000
H: 1.6345 -3.2698 3.2199  0.000
H: 1.9583 -2.9921 1.4723  0.000
H: 0.3536 -3.5562 1.9870  0.000
H: 2.5257 -1.0695 3.9571  0.000
H: 1.9456 0.5720 3.4965  0.000
H: 2.9080 -0.3878 2.3444  0.000
H: 0.2845 -1.9232 4.7402  0.000
H: -1.2194 -2.0550 3.7898  0.000
H: -0.6836 -0.4639 4.3843  0.000
H: -4.6479 -0.8546 -0.3215  0.000
H: -3.3281 -0.5204 -1.4768  0.000
H: -4.0096 0.8167 -0.4984  0.001
H: -4.5025 -0.1795 2.1870  0.000
H: -3.4247 1.2677 2.1784  0.001
H: -3.0234 -0.1756 3.1920  0.000
H: -4.1425 -2.3437 1.1991  0.000
H: -2.7650 -2.4978 2.3551  0.000
H: -2.5496 -2.9854 0.6429  0.000
C: -0.6789 -2.6023 -3.2455  -0.001
C: -0.2535 -1.5434 -4.0783  0.000
C: -0.9020 -1.3053 -5.2969  0.000
C: -1.9964 -2.1064 -5.6834  0.000
C: -2.4464 -3.1228 -4.8233  0.000
C: -1.7528 -3.4022 -3.6543  0.000
Se: 0.1005 -3.0102 -1.4916  -0.003
H: -0.7691 -4.1530 -1.1558  0.000
H: 0.5390 -0.8677 -3.7728  0.000
H: -0.5786 -0.4823 -5.9475  0.000
H: -2.4989 -1.9348 -6.6378  0.000
H: -3.3452 -3.7129 -5.0644  0.000
H: -2.1110 -4.2065 -3.0077  0.000
C: 5.3257 -1.0600 -0.0401  0.000
C: 4.2938 -0.0736 -0.3920  -0.001
C: 4.3829 1.2611 -0.8058  -0.001
C: 3.0818 1.7031 -1.0367  -0.003
N: 2.2086 0.6832 -0.7653  -0.002
N: 2.9918 -0.3794 -0.4036  -0.001
C: 2.6199 3.0229 -1.5467  0.001
H: 5.8075 -1.4638 -0.9427  0.000
H: 6.0911 -0.5626 0.5654  0.000
H: 4.9168 -1.9067 0.5344  0.000
H: 5.3025 1.8181 -0.9408  0.000
H: 2.5671 -1.2889 -0.1655  0.000
H: 2.9232 3.8538 -0.8877  0.000
H: 3.0476 3.2097 -2.5475  0.000
H: 1.5267 3.0702 -1.6793  -0.001

=====

# 4
Density functional theory data (wB97M-V/def2-TZVPD) for a gas-phase ion, C5H10N (charge +1) in a non-equilibrium geometry.

ΔE to the lowest compared entry with this formula, charge and spin	258.1	kJ/mol
frontier orbital gap	0.42190	Ha
SMILES	C[C@@]1([NH3+])[C@@H]2C[C@@H]21
charge	+1

Each line ends with the Mulliken charge.
Element x y z (Å)
C: 1.8392 -0.1283 0.3852  -0.893
C: 0.4533 -0.4334 1.0047  -0.251
C: 0.7586 0.8950 0.4899  -0.032
C: -0.3939 0.0728 -0.0754  0.342
C: -1.8552 0.3837 0.2825  -1.278
N: -0.1036 -0.5603 -1.4264  -0.138
H: 2.6678 -0.0746 1.1706  0.266
H: 2.2026 -0.6995 -0.4586  0.241
H: 0.2315 -0.9811 1.9780  0.317
H: 0.7324 2.0373 0.7413  0.320
H: -1.8040 1.2287 0.9539  0.368
H: -2.3871 -0.3951 0.6954  0.359
H: -2.2539 0.7547 -0.6662  0.406
H: 0.8037 -0.8819 -1.1839  0.148
H: -0.1569 0.2207 -2.2074  0.411
H: -0.7344 -1.4386 -1.6836  0.415

=====

# 5
Density functional theory data (wB97M-V/def2-TZVPD) for 2 unconnected molecules or ions with the total composition C2H8NSe in a non-equilibrium geometry.

ΔE to the lowest compared entry with this formula, charge and spin	448.1	kJ/mol
frontier orbital gap (alpha / beta)	0.31548 / 0.29567	Ha
charge	+1

Each line ends with the Mulliken charge.
Element x y z (Å)
C: -0.5059 1.2039 -0.6110  -1.297
C: -0.1614 -0.1924 -0.4060  -0.092
N: -0.3417 -0.7365 1.0207  -0.223
Se: -0.3596 -1.1769 -2.0353  0.113
H: -0.5108 1.8089 0.2238  0.453
H: -1.4833 1.3023 -1.0382  0.372
H: 0.1565 1.7945 -1.2195  0.358
H: 2.2211 -0.3388 -0.6445  0.086
H: -1.1862 -0.9660 1.4293  0.270
H: 0.0961 0.0383 1.5565  0.395
H: 0.3236 -1.5188 0.9844  0.444
H: -0.7958 -2.3431 -1.2137  0.121

=====

# 6
Density functional theory data (wB97M-V/def2-TZVPD) for a molecular structure, C3IN2O3S in a non-equilibrium geometry.

ΔE to the lowest compared entry with this formula, charge and spin	91.6	kJ/mol
frontier orbital gap (alpha / beta)	0.26574 / 0.26571	Ha
charge	-1

Each line ends with the Mulliken charge.
Element x y z (Å)
C: 1.3056 -0.0182 1.3499  0.611
C: 0.8933 -0.2355 -0.9855  0.432
C: 0.7626 -0.7446 0.3021  -0.659
N: 1.8468 0.4714 2.2724  -0.553
N: 1.4406 0.1603 -1.9435  -0.588
O: -0.8275 2.0346 -0.4828  -0.473
O: -1.9689 0.3368 0.8778  -0.500
O: -1.6733 -0.1741 -1.4587  -0.453
S: -1.2644 0.6638 -0.3516  1.041
I: -0.5148 -2.4946 0.4198  0.141

=====

# 7
Density functional theory data (wB97M-V/def2-TZVPD) for a single C3H4N2O molecule.

ΔE to the lowest compared entry with this formula, charge and spin	264.5	kJ/mol
frontier orbital gap	0.34699	Ha
SMILES	O[C@H]1C=CN=N1

Each line ends with the Mulliken charge.
Element x y z (Å)
O: 0.0348 1.7805 1.0367  -0.478
C: -0.0366 0.7562 0.1125  0.351
C: 0.5117 -0.6087 0.3769  -0.252
C: -0.2159 -1.4124 -0.4012  -0.460
N: -1.2845 -0.6865 -1.0246  -0.266
N: -1.2917 0.5042 -0.6367  -0.231
H: -0.4019 1.5382 1.8616  0.341
H: 1.3522 -0.8536 1.0145  0.364
H: -0.1139 -2.4662 -0.6251  0.430
H: 0.4641 1.1398 -0.7901  0.201

=====

# 8
Density functional theory data (wB97M-V/def2-TZVPD) for 2 unconnected molecules or ions with the total composition C3H7N2P in a non-equilibrium geometry.

ΔE to the lowest compared entry with this formula, charge and spin	60.8	kJ/mol
frontier orbital gap	0.37087	Ha

Each line ends with the Mulliken charge.
Element x y z (Å)
C: 3.6360 -0.7317 -1.1421  -0.178
C: 0.0272 0.6946 -0.4878  0.538
C: 0.5433 -0.5046 -1.4221  -1.059
N: 3.8549 -0.2460 -0.1049  -0.140
N: -0.3723 1.7678 -0.9422  -0.599
P: 0.2738 0.3718 1.3487  -0.199
H: -0.3811 -0.8768 1.6302  0.073
H: 1.1232 -1.3339 -0.9420  0.315
H: -0.3266 -0.9197 -1.9171  0.340
H: 1.3282 -0.0818 -2.1241  0.290
H: 3.6931 0.0768 0.7962  0.302
H: -0.5495 2.4326 -0.2658  0.260
H: -0.8031 1.2293 1.7771  0.056

=====

# 9
Density functional theory data (wB97M-V/def2-TZVPD) for 3 unconnected molecules or ions with the total composition C38H54BFN2O11 in a non-equilibrium geometry.

ΔE to the lowest compared entry with this formula, charge and spin	0.0	kJ/mol
frontier orbital gap	0.30414	Ha
SMILES	COCCCCCCCCCCc1cc2c(c(F)c1COC(C)=O)C(=O)c1c(CCOC=O)ccc(B(O)OC)c1C2=O.CNC(C)=O.CNC(C)=O

Each line ends with the Mulliken charge.
Element x y z (Å)
C: 5.5264 -3.6459 2.6087  -0.766
O: 5.1485 -2.3059 2.3397  -0.343
C: 5.8998 -1.8063 1.2209  0.086
C: 5.1721 -2.1314 -0.0901  -0.847
C: 3.8272 -1.3513 -0.1995  -0.372
C: 2.6649 -2.2395 0.3064  -0.686
C: 1.6553 -1.4492 1.2154  -0.394
C: 0.2277 -1.5780 0.6450  -0.516
C: -0.8674 -1.1558 1.6463  -0.699
C: -0.5578 0.1481 2.4236  -0.970
C: -0.1132 1.3420 1.5618  -0.184
C: -1.2829 2.2124 1.0335  -1.313
C: -2.3131 1.4282 0.2542  1.116
C: -3.5217 1.1448 0.8468  -0.966
C: -4.4765 0.4085 0.2124  0.670
C: -4.2303 -0.0635 -1.0592  0.477
C: -3.0340 0.2147 -1.6554  -0.094
F: -2.7726 -0.2552 -2.8701  -0.441
C: -2.0587 0.9543 -1.0254  1.124
C: -0.7723 1.1536 -1.8035  -1.348
O: -0.8779 2.0665 -2.9240  -0.413
C: -1.9128 2.9698 -2.8329  0.917
C: -1.6967 4.2104 -1.9815  -1.074
O: -2.9432 2.8237 -3.4432  -0.550
C: -5.3032 -0.8970 -1.7136  0.306
O: -4.9783 -1.7027 -2.5662  -0.615
C: -6.7164 -0.6589 -1.2641  0.685
C: -7.7467 -0.9071 -2.1516  0.632
C: -7.5365 -1.4062 -3.5634  -1.241
C: -7.4215 -2.9354 -3.6393  -0.481
O: -8.6312 -3.5177 -3.1007  -0.365
C: -8.4338 -4.2640 -1.9904  0.275
O: -9.3530 -4.5111 -1.2451  -0.494
C: -9.0505 -0.6938 -1.7652  -0.896
C: -9.2941 -0.2088 -0.5117  -1.013
C: -8.2886 0.0770 0.3862  -0.008
B: -8.7123 0.6786 1.7911  0.662
O: -9.6116 1.7565 1.7769  -0.501
O: -8.3147 0.1905 2.9907  -0.306
C: -8.3153 1.1260 4.0682  -0.689
C: -6.9729 -0.1632 0.0213  0.240
C: -5.7784 0.0722 0.9040  -0.397
O: -5.7655 -0.0134 2.1156  -0.596
H: 4.7381 -4.1264 3.1950  0.262
H: 6.4607 -3.6376 3.1867  0.304
H: 5.6589 -4.2365 1.6938  0.338
H: 6.9030 -2.2580 1.1838  0.296
H: 5.9878 -0.7227 1.3858  -0.065
H: 5.8145 -1.9205 -0.9542  0.347
H: 4.9272 -3.1984 -0.1544  0.328
H: 3.9031 -0.4337 0.3792  0.180
H: 3.6893 -1.0528 -1.2447  0.382
H: 3.0171 -3.0765 0.9095  0.197
H: 2.0892 -2.5822 -0.5594  0.425
H: 1.9693 -0.4049 1.1446  0.172
H: 1.7268 -1.7749 2.2560  0.369
H: 0.0606 -2.6105 0.3288  0.728
H: 0.1482 -0.8935 -0.2090  -0.159
H: -0.9010 -1.9521 2.4048  0.533
H: -1.8667 -1.1226 1.2014  0.113
H: -1.4084 0.3882 3.0708  0.447
H: 0.2805 -0.0882 3.0879  0.470
H: 0.5050 1.9913 2.1944  0.474
H: 0.5110 1.0614 0.7144  -0.096
H: -1.7600 2.6831 1.8986  0.591
H: -0.8760 3.0073 0.4046  -0.159
H: -3.6742 1.5298 1.8501  0.453
H: 0.0661 1.4636 -1.1789  0.246
H: -0.5202 0.1824 -2.2355  0.426
H: -1.5562 5.0382 -2.6864  0.385
H: -2.5825 4.4418 -1.3923  0.277
H: -0.7860 4.1652 -1.3837  0.348
H: -8.3833 -1.1417 -4.2074  0.494
H: -6.6693 -0.9376 -4.0333  0.393
H: -7.3110 -3.2789 -4.6683  0.337
H: -6.5746 -3.2151 -3.0126  0.371
H: -7.4342 -4.6748 -1.7649  0.373
H: -9.8843 -0.8884 -2.4271  0.396
H: -10.3195 -0.0351 -0.1998  0.387
H: -9.2038 2.5532 1.4234  0.306
H: -9.3038 1.1952 4.5275  0.296
H: -7.9881 2.1210 3.7556  0.288
H: -7.6062 0.8060 4.8351  0.247
C: 7.2626 2.5472 0.7670  -0.884
C: 5.8443 2.2639 1.1870  0.670
O: 5.3262 1.1675 1.0117  -0.514
N: 5.1359 3.2639 1.7746  -0.136
C: 5.5671 4.6171 2.0664  -0.919
H: 7.6864 1.6440 0.3189  -0.145
H: 7.2839 3.3518 0.0284  0.374
H: 7.8694 2.8199 1.6317  0.371
H: 4.1973 2.9969 2.0271  0.169
H: 5.4899 4.7945 3.1408  0.296
H: 4.9127 5.3218 1.5496  0.289
H: 6.5909 4.7841 1.7504  0.357
C: 8.8990 -0.5737 -2.0003  -1.274
C: 9.7372 -0.0737 -0.8496  0.848
O: 9.2450 0.5331 0.0915  -0.666
N: 11.0711 -0.3180 -0.8848  -0.192
C: 11.8321 -1.0146 -1.9055  -0.884
H: 7.8619 -0.3016 -1.8239  0.163
H: 9.2247 -0.1169 -2.9358  0.429
H: 8.9650 -1.6598 -2.0759  0.378
H: 11.5657 0.0440 -0.0846  0.245
H: 12.3324 -1.8735 -1.4553  0.289
H: 12.5908 -0.3417 -2.3085  0.296
H: 11.1948 -1.3570 -2.7134  0.330

=====

# 10
Density functional theory data (wB97M-V/def2-TZVPD) for 5 unconnected molecules or ions with the total composition H11NO4.

ΔE to the lowest compared entry with this formula, charge and spin	112.4	kJ/mol
frontier orbital gap	0.39674	Ha
SMILES	N.O.O.O.O

Each line ends with the Mulliken charge.
Element x y z (Å)
N: -6.6599 -2.8706 -0.7321  -0.657
H: -6.9138 -3.2374 -1.6448  0.220
H: -7.1629 -2.0018 -0.6318  0.219
H: -5.6860 -2.6553 -0.9153  0.219
H: 5.6993 0.2627 0.0037  0.311
H: 5.0709 -1.0588 0.4469  0.318
O: 5.1101 -0.4388 -0.2872  -0.631
H: 1.1113 -0.1050 -0.5389  0.321
H: 0.1322 0.8840 0.0139  0.313
O: 0.9443 0.4191 0.2616  -0.679
H: -2.4554 1.6763 -1.9135  0.318
H: -3.2643 1.1205 -0.8120  0.317
O: -2.3354 1.1916 -1.0844  -0.625
H: 3.4135 2.3391 1.6788  0.299
H: 2.3119 1.2543 1.5106  0.372
O: 3.0339 1.5519 2.0765  -0.635

=====

# 11
Density functional theory data (wB97M-V/def2-TZVPD) for 3 unconnected molecules or ions with the total composition C2H13N2O2 in a non-equilibrium geometry.

ΔE to the lowest compared entry with this formula, charge and spin	397.4	kJ/mol
multiplicity	2
expectation value of S²	0.755
frontier orbital gap (alpha / beta)	0.39910 / 0.11985	Ha
charge	+2

Each line ends with the Mulliken spin population.
Element x y z (Å)
N: 0.2850 -0.7063 -1.3208  0.065
C: 0.8811 -0.5732 -0.0085  0.063
C: 1.1200 0.9808 0.3305  0.034
N: 1.6221 1.6003 -0.9193  0.748
H: 0.7294 0.2907 -1.6551  0.000
H: -0.5870 -0.9208 -1.7418  -0.001
H: 0.8680 -1.4427 -1.6329  -0.001
H: 1.8768 -1.0434 -0.1253  -0.002
H: 0.2952 -1.0798 0.6714  0.000
H: 1.7444 0.9590 1.2316  0.084
H: 0.1789 1.4828 0.5295  -0.006
H: 2.6680 1.7156 -0.9312  0.008
H: 1.3054 2.5645 -0.6366  -0.004
H: -2.6842 -1.6564 1.5705  0.000
H: -1.7161 -2.6776 1.9611  0.000
O: -1.9609 -2.1144 1.2620  0.001
H: -2.7998 1.3025 0.3443  0.000
H: -1.8517 0.4504 0.9471  0.000
O: -1.9745 0.8680 0.1235  0.011

=====

# 12
Density functional theory data (wB97M-V/def2-TZVPD) for a single C4H9BrClN2O3P molecule in a non-equilibrium geometry.

frontier orbital gap	0.28835	Ha
SMILES	NCCCN(C(=O)OBr)P(O)Cl

Each line ends with the Mulliken charge.
Element x y z (Å)
N: -1.6296 0.2964 -2.2492  -0.665
C: -1.1424 -0.7686 -1.3734  -0.196
C: -1.5494 -0.4894 0.0761  -0.935
C: -0.4572 -0.0862 1.0883  -0.622
N: 0.7127 0.6607 0.5069  0.226
C: 0.9636 1.8540 1.2360  0.458
O: 0.2823 2.8329 1.1263  -0.466
O: 2.0963 1.9036 2.0270  -0.358
Br: 2.0579 0.6974 3.3949  0.097
P: 2.2044 -0.2185 0.2244  0.275
O: 1.5582 -1.7163 0.2365  -0.481
Cl: 2.3886 0.0824 -1.8463  -0.283
H: -1.2463 1.1891 -1.9677  0.220
H: -1.3755 0.1182 -3.2101  0.218
H: -0.0783 -0.9271 -1.4665  0.168
H: -1.6204 -1.6970 -1.6920  0.344
H: -2.2999 0.2985 0.0519  0.427
H: -2.0329 -1.3791 0.4801  0.287
H: -0.1238 -0.9301 1.6852  0.395
H: -0.9302 0.6047 1.7867  0.556
H: 2.2218 -2.3257 -0.1151  0.336

=====

| no. | DFT total energy (a.u.) | molecular weight (g mol⁻¹) |
| --- | --- | --- |
| 1 | -307.535559 | 88.11 |
| 2 | -223.733093 | 58.04 |
| 3 | -4916.314544 | 650.41 |
| 4 | -250.907001 | 84.14 |
| 5 | -2536.723102 | 125.05 |
| 6 | -1145.423149 | 271.01 |
| 7 | -301.386475 | 84.08 |
| 8 | -569.268358 | 102.08 |
| 9 | -2542.333530 | 744.66 |
| 10 | -362.295199 | 89.09 |
| 11 | -343.141086 | 97.14 |
| 12 | -3868.601784 | 279.46 |